Formula: C3H2BrClN2
Source: the OMol25 dataset
Level of theory: wB97M-V/def2-TZVPD

Output
- electronic energy (hartree) = -3259.010580
- orbital gap (alpha / beta) (eV) = 8.778 / 8.779
- total charge = 0
- lowest unoccupied orbital energy (alpha / beta) (Eh) = -0.011 / -0.011

Last column: Löwdin charge in e.
Element x y z (Å)
C 1.10345 0.60383 -0.97224  0.013
C 0.51858 1.49864 -0.41248  -0.716
C -1.31720 -1.28040 -0.14715  -0.588
N -0.42038 -0.90426 0.56912  -0.282
N 0.48147 -1.18377 1.32474  0.116
Cl -0.02617 2.83570 0.38946  0.703
Br -2.93361 -0.43351 -0.37945  0.671
H 1.25387 -0.35615 -1.33900  0.032
H 1.34000 -0.78007 0.96700  0.051

***

Formula: C18H23NO
Source: the OMol25 dataset
Level of theory: wB97M-V/def2-TZVPD

Output
- SMILES string = CC#Cc1ccc(C(=O)[C@H](CCC)N2CCCC2)cc1
- electronic energy (hartree) = -829.598031
- orbital gap (eV) = 7.684
- total charge = 0
- lowest unoccupied orbital energy (Eh) = 0.000

Last column: Löwdin charge in e.
Element x y z (Å)
C 4.94047 5.66441 0.66112  -0.106
C 3.86255 4.71617 0.42786  -0.063
C 3.03122 3.86596 0.20199  0.011
C 2.07207 2.83961 -0.12715  -0.242
C 1.43234 2.09933 0.86716  -0.011
C 0.63815 1.01277 0.50854  -0.013
C 0.53152 0.65023 -0.82061  -0.157
C -0.05956 -0.66221 -1.13544  -0.269
O -0.00975 -1.07177 -2.30413  0.070
C -0.74363 -1.56219 -0.03851  -0.235
C -0.68926 -3.08651 -0.34552  -0.152
C 0.62749 -3.74095 0.17206  -0.263
C 1.87285 -3.13761 -0.40542  -0.120
N -2.14246 -1.20394 0.22587  -0.137
C -2.64058 -0.73669 1.49122  -0.203
C -4.15785 -0.87204 1.36709  -0.169
C -4.37669 -0.54290 -0.11520  -0.171
C -3.18514 -1.20262 -0.83579  -0.147
C 1.07493 1.46940 -1.80668  0.004
C 1.85157 2.57885 -1.47812  -0.012
H 5.77081 5.25770 1.27090  0.088
H 5.35348 5.98685 -0.27088  0.065
H 4.54154 6.53494 1.20679  0.083
H 1.55231 2.44738 1.89529  0.122
H 0.09208 0.53815 1.29850  0.100
H -0.22449 -1.47299 0.89598  0.117
H -0.83549 -3.24191 -1.41581  0.106
H -1.53235 -3.61345 0.20111  0.131
H 0.60944 -3.61750 1.29037  0.118
H 0.63969 -4.79835 -0.09418  0.101
H 1.90323 -3.27356 -1.49300  0.085
H 1.99039 -2.05122 -0.22085  0.076
H 2.71842 -3.65778 0.04650  0.071
H -2.22556 -1.31447 2.30980  0.116
H -2.37196 0.30773 1.62942  0.103
H -4.44345 -1.90266 1.58461  0.110
H -4.68902 -0.25906 2.07948  0.102
H -5.37280 -0.94260 -0.46788  0.121
H -4.37797 0.53335 -0.28779  0.105
H -3.44670 -2.25113 -1.08985  0.115
H -2.91370 -0.70760 -1.75189  0.105
H 1.03730 1.22618 -2.84396  0.112
H 2.29455 3.19470 -2.28304  0.131

***

Formula: C34H39As2NO3PdSi2
Source: the OMol25 dataset
Level of theory: wB97M-V/def2-TZVPD

Output
- electronic energy (hartree) = -6777.996342
- orbital gap (eV) = 3.302
- total charge = -2
- lowest unoccupied orbital energy (Eh) = 0.141

Last column: Löwdin charge in e.
Element x y z (Å)
Pd -0.41108 -2.23817 -0.27570  0.214
O -0.62965 2.02289 -1.55208  -0.049
C -0.56148 0.90415 -1.00187  -0.663
O -0.09483 -0.16115 -1.45496  -0.091
C -1.08808 0.86032 0.44786  -0.179
C -1.61295 2.04863 1.02657  -0.005
C -2.09784 2.01280 2.29610  -0.031
C -2.05110 0.79879 3.02597  -0.182
C -2.52338 0.66810 4.35340  -0.074
C -2.41620 -0.52827 5.00766  -0.110
C -1.84015 -1.64542 4.36300  -0.086
C -1.38568 -1.55457 3.07672  -0.026
C -1.48454 -0.32412 2.38394  -0.221
N -1.02714 -0.26986 1.09987  0.138
H -1.61742 2.93690 0.41150  0.103
H -2.52435 2.89630 2.76253  0.103
H -2.96530 1.53215 4.84045  0.097
H -2.77869 -0.62308 6.02551  0.087
H -1.77355 -2.59237 4.88530  0.095
H -0.98412 -2.40562 2.53062  0.015
C -3.19514 -3.18137 -2.47348  -0.260
Si -3.22791 -3.47044 -0.59442  0.011
C -3.93374 -1.82735 0.07627  -0.261
C -4.71866 -4.65727 -0.35834  -0.292
As -1.38399 -4.34762 0.46133  0.511
Si 0.58708 -3.98583 -1.29033  0.092
C 0.02311 -5.17676 -2.67543  -0.279
C 1.87608 -5.01241 -0.32448  -0.288
C 1.77614 -2.84212 -2.31329  -0.257
H -4.19312 -2.89357 -2.82829  0.005
H -2.88262 -4.07790 -3.01233  -0.005
H -2.49104 -2.38036 -2.71274  0.009
H -4.94510 -1.64707 -0.31051  0.005
H -3.29989 -0.98705 -0.21626  -0.004
H -3.97833 -1.84950 1.16936  0.006
H -5.64057 -4.24487 -0.78670  -0.002
H -4.88559 -4.84012 0.70756  -0.003
H -4.51490 -5.62187 -0.83177  -0.002
H -0.38199 -6.09260 -2.24133  -0.005
H 0.88155 -5.42461 -3.31442  0.001
H -0.75179 -4.73453 -3.30570  -0.012
H 1.41314 -5.87422 0.16197  -0.013
H 2.33037 -4.38022 0.44316  -0.015
H 2.66279 -5.36518 -1.00477  0.003
H 1.22025 -2.19029 -2.99222  0.003
H 2.47357 -3.45549 -2.90213  -0.001
H 2.36078 -2.20401 -1.64431  -0.019
O 2.61791 -1.87330 1.12289  -0.452
As 3.39738 -0.62416 1.81762  1.162
C 3.35925 0.93611 0.70039  -0.298
C 2.59875 0.82059 -0.45539  -0.067
C 2.44852 1.92586 -1.28780  -0.053
C 3.07983 3.11775 -0.96782  -0.083
C 3.85118 3.22539 0.18697  -0.108
C 3.98350 2.13551 1.03197  -0.118
C 2.72084 -0.02499 3.52305  -0.280
C 3.14889 -0.61167 4.70830  -0.099
C 2.59400 -0.21446 5.91653  -0.094
C 1.61402 0.76847 5.93796  -0.093
C 1.18512 1.35337 4.75500  -0.079
C 1.73344 0.95442 3.54524  -0.080
C 5.24297 -1.11310 2.15308  -0.288
C 6.14667 -0.33702 2.87045  -0.109
C 7.45247 -0.77449 3.04020  -0.103
C 7.85169 -1.98920 2.49576  -0.107
C 6.94719 -2.76661 1.78626  -0.085
C 5.63957 -2.33085 1.61361  -0.078
H 2.08844 -0.10995 -0.68516  0.079
H 1.79629 1.84844 -2.14799  0.105
H 2.95345 3.98114 -1.61029  0.097
H 4.33057 4.16489 0.43659  0.089
H 4.55552 2.22764 1.94895  0.089
H 3.90720 -1.38590 4.68770  0.103
H 2.91901 -0.68023 6.83897  0.095
H 1.16975 1.06934 6.87913  0.096
H 0.40227 2.09932 4.76678  0.101
H 1.38336 1.39946 2.61958  0.108
H 5.83222 0.60291 3.30978  0.096
H 8.15762 -0.17123 3.59927  0.093
H 8.87114 -2.33093 2.62982  0.093
H 7.25680 -3.71570 1.36691  0.100
H 4.90701 -2.91921 1.06973  0.103

***

Formula: C6H6ClNO2
Source: the OMol25 dataset
Level of theory: wB97M-V/def2-TZVPD

Output
- electronic energy (hartree) = -897.441289
- orbital gap (eV) = 10.037
- total charge = 0
- lowest unoccupied orbital energy (Eh) = 0.029

Last column: Löwdin charge in e.
Element x y z (Å)
C -1.94038 0.45737 0.38352  -0.585
C -1.66411 -0.54379 -0.44974  -0.111
C -0.71583 0.61975 1.13013  -0.407
C 2.63104 -1.44694 -2.02687  -0.087
C 2.01752 -0.12563 -2.20075  -0.062
C -0.43504 1.44271 2.28614  -0.043
N 0.16588 -0.20703 0.71031  0.111
O -0.38769 -0.94811 -0.29222  -0.055
O 1.38240 -1.04312 -2.69329  -0.001
Cl -3.40015 1.38933 0.61938  0.667
H 3.29970 -1.60715 -2.76926  0.054
H 2.31593 -1.97303 -1.16885  0.085
H -2.19384 -1.19375 -1.12306  0.138
H 0.09465 0.90541 3.09616  0.093
H 0.29913 2.24073 2.02077  0.092
H -1.46921 2.03325 2.47761  0.111

***

Formula: C4H5N3O
Source: the OMol25 dataset
Level of theory: wB97M-V/def2-TZVPD

Output
- SMILES string = [H]/N=c1/nc(C=C)o[nH]1
- electronic energy (hartree) = -394.767779
- orbital gap (eV) = 9.238
- total charge = 0
- lowest unoccupied orbital energy (Eh) = 0.000

Last column: Löwdin charge in e.
Element x y z (Å)
H -3.77136 0.16193 0.60839  0.117
N -3.10771 -0.75036 0.17794  0.057
C -1.90505 -0.23292 -0.23987  -0.381
N -0.71075 -1.01543 -0.37940  0.167
C 0.30173 -0.26126 -0.28761  -0.344
C 1.70075 -0.73722 -0.12014  -0.050
C 2.66149 0.08738 0.14848  0.070
O -0.04541 1.01779 -0.15801  0.019
N -1.41209 1.13656 -0.31069  0.103
H 1.91284 -1.69605 -0.07302  0.062
H 3.72191 -0.27763 0.16138  0.106
H 2.45393 1.03639 0.05493  0.013
H -1.80026 1.53083 0.41761  0.060

***

Formula: C10H40FeN20O14P
Source: the OMol25 dataset
Level of theory: wB97M-V/def2-TZVPD

Output
- spin multiplicity = 6
- electronic energy (hartree) = -4158.843940
- orbital gap (alpha / beta) (eV) = 7.254 / 4.539
- total charge = 0
- lowest unoccupied orbital energy (alpha / beta) (Eh) = -0.077 / -0.177
- ⟨S²⟩ = 8.76

Last column: Mulliken spin population.
Element x y z (Å)
Fe -2.08284 0.02741 0.83352  4.298
P 0.02108 0.36848 -0.09018  -0.057
O -0.82256 1.55022 0.44745  0.246
O -1.00126 -0.22874 -1.07646  0.072
O -0.20462 -0.48809 1.10638  0.259
O 1.53106 0.54388 -0.48820  0.022
C -1.68058 -2.96175 -2.94391  -0.001
O -1.54031 -4.01507 -3.60529  0.001
N -2.60855 -2.10796 -3.20483  0.000
N -0.85209 -2.48560 -2.00444  0.001
H -3.07018 -2.40393 -4.05300  0.000
H -2.84870 -1.33814 -2.59671  -0.001
H -0.77568 -1.52156 -1.71306  0.004
H -0.11286 -3.16431 -1.89043  0.000
C 2.56452 -0.43160 -3.26809  -0.001
O 3.20627 -0.36724 -4.36064  0.001
N 1.47786 0.16121 -3.08352  0.001
N 2.97661 -0.92601 -2.12770  0.000
H 1.12123 0.88656 -3.68914  0.000
H 1.25138 0.22776 -2.10149  0.000
H 2.55933 -0.74835 -1.22525  0.001
H 3.62865 -1.69685 -2.15496  0.000
C 1.13223 1.87722 3.50791  -0.001
O 1.62837 2.41534 4.46170  0.001
N 1.69174 0.90957 2.82796  0.004
N 0.04403 2.30249 3.06780  0.000
H 1.29329 0.63220 1.94229  -0.015
H 2.46174 0.43473 3.27710  -0.001
H -0.21923 2.04878 2.12630  0.006
H 0.02234 3.29135 3.27221  0.000
C -2.30279 -0.12907 4.08960  -0.001
O -2.52736 0.05371 2.85876  0.081
N -3.32362 -0.15627 4.90881  0.008
N -1.16850 -0.35835 4.70792  0.005
H -4.23490 0.03296 4.51656  0.000
H -3.13073 -0.17946 5.89995  0.000
H -0.35205 -0.03428 4.20944  0.000
H -1.10465 -1.09718 5.39360  0.000
C 1.06512 -3.53756 0.73624  0.002
O 1.25028 -4.68963 0.72016  0.001
N 1.39284 -2.81883 -0.28085  0.002
N 0.57915 -2.92540 1.80378  0.004
H 1.66155 -3.33699 -1.10511  0.000
H 0.95143 -1.91824 -0.39996  -0.010
H 0.12653 -3.32241 2.61471  0.001
H 0.42845 -1.93495 1.67570  0.001
C -1.90531 4.65423 -0.70325  -0.001
O -2.41315 5.75954 -0.99565  0.001
N -1.46330 4.30453 0.47350  0.001
N -1.69158 3.68296 -1.47613  -0.001
H -1.05802 3.38818 0.60061  -0.003
H -1.75652 4.91427 1.22338  0.000
H -1.95172 3.74196 -2.45027  0.000
H -1.25835 2.83007 -1.15212  0.007
C -2.40302 1.16702 -4.29399  0.000
O -2.97224 1.27991 -5.35271  0.000
N -1.14151 0.92017 -4.21739  0.000
N -2.86869 0.97713 -3.06674  -0.001
H -0.66286 0.76100 -5.09241  0.000
H -0.74455 0.66118 -3.32551  -0.002
H -3.69570 1.55594 -3.03318  0.000
H -2.17946 0.81461 -2.34657  0.013
C 3.58592 3.21548 -0.05674  0.001
O 4.37712 4.16098 0.15591  0.000
N 3.96208 2.06089 -0.46196  0.000
N 2.25687 3.12732 0.12178  0.002
H 4.93798 1.99860 -0.71462  0.000
H 3.23508 1.46532 -0.83192  -0.001
H 1.75408 3.78478 0.70062  0.000
H 1.73199 2.27759 -0.02839  -0.002
C -3.82947 -2.63142 0.22660  0.014
O -3.13221 -1.67133 0.43034  0.022
N -3.37057 -3.75402 -0.33684  0.008
N -5.08529 -2.80732 0.70328  0.006
H -2.53983 -3.55856 -0.87698  -0.001
H -4.01107 -4.53453 -0.36233  0.000
H -5.39849 -3.76651 0.65901  0.000
H -5.66607 -2.10843 1.14412  0.000
C 4.68731 -0.94510 1.78155  0.000
O 4.77798 -1.62400 2.80549  0.000
N 3.55817 -0.61391 1.22275  0.001
N 5.70821 -0.52619 1.13528  0.000
H 3.54292 -0.12093 0.34137  0.001
H 2.71012 -0.83605 1.72432  0.000
H 6.57523 -0.76999 1.59238  0.000
H 5.69482 0.32427 0.59063  0.000

***

Energy relative to the best compared isomer or geometry (same formula, charge and spin) (eV)
4.827 2.871 0.544 4.940 5.436 1.609